(1)
This record from OMol25 describes a molecular structure, C38H43BrN7O12Zr. The level of theory is ωB97M-V/def2-TZVPD.

Geometry as XYZ:
```
102
Properties=species:S:1:pos:R:3:forces:R:3
Zr 0.2517 1.3157 -0.0478 0.67 -1.61 -0.48
O 4.6379 5.8942 -0.8207 0.00 0.01 0.01
C 3.6087 5.0107 -0.7889 0.00 -0.01 0.01
C 3.7703 3.6737 -1.1219 0.13 -0.15 0.05
C 2.6787 2.8486 -1.0321 -0.17 0.26 -0.14
N 1.4526 3.2574 -0.6429 0.26 0.15 0.05
C 1.2824 4.5772 -0.3958 -0.04 -0.07 -0.04
C 2.3491 5.4618 -0.4586 0.03 0.02 0.00
C -0.1132 5.2451 -0.1411 -0.03 -0.03 0.10
O -0.1009 6.4649 -0.3430 -0.01 0.06 -0.05
O -1.0473 4.5071 0.2131 -0.02 -0.07 -0.04
C 2.7840 1.4155 -1.4966 0.11 0.11 0.08
O 3.8463 0.9470 -1.8528 -0.04 -0.08 -0.07
O 1.6353 0.8164 -1.5140 0.65 0.13 0.26
H 5.4462 5.4236 -1.0493 0.01 -0.01 0.00
H 4.7134 3.2500 -1.4437 0.00 -0.01 -0.01
H 2.1447 6.5052 -0.2724 -0.02 -0.01 0.00
O -0.7426 3.9079 3.0121 0.06 -0.03 -0.02
C -0.9752 3.0787 2.1694 -0.10 -0.03 0.22
O -0.0298 2.3101 1.6342 -0.49 0.85 0.25
C -2.4179 2.5883 1.9812 0.06 0.03 -0.02
C -2.4248 1.1673 2.5744 -0.03 0.01 0.12
C -3.8397 0.6995 2.9289 0.03 0.02 -0.01
C -4.4085 0.3501 1.5364 -0.04 0.01 -0.01
C -3.2428 0.7652 0.6448 -0.09 0.09 0.01
O -2.0924 0.3713 1.4114 -0.13 0.06 0.04
C -3.1106 2.3135 0.6095 0.06 0.03 -0.07
C -2.4817 2.6624 -0.7296 -0.15 0.13 -0.01
O -3.1493 3.1748 -1.6033 0.08 -0.05 -0.02
O -1.3027 2.1321 -0.9450 -0.73 0.37 0.03
H -3.0178 3.2812 2.5666 -0.03 -0.02 -0.01
H -1.6933 1.0087 3.3588 -0.09 0.01 -0.06
H -4.3946 1.4855 3.4402 -0.01 -0.01 0.00
H -3.8065 -0.1757 3.5777 0.00 0.01 0.01
H -5.3226 0.8880 1.2871 0.00 0.00 0.01
H -4.5983 -0.7192 1.4397 0.01 0.00 -0.01
H -3.2102 0.2709 -0.3178 0.05 -0.05 -0.12
H -4.0912 2.7857 0.5973 0.01 0.00 0.03
C 1.1576 -2.0162 4.3370 0.02 -0.06 -0.12
N 0.6688 -1.3137 3.1553 -0.05 -0.07 0.08
C 0.6007 0.1218 3.3669 0.00 -0.13 -0.09
C 0.3307 -1.9956 2.0243 0.10 -0.02 0.14
N 0.0958 -1.4382 0.8690 -0.12 0.26 -0.27
C -0.4390 -2.2425 -0.1671 -0.10 -0.19 -0.03
C -0.2214 -3.6223 -0.3008 -0.05 0.02 0.10
C -1.0375 -4.4358 -1.0642 -0.08 0.02 -0.03
C -2.1183 -3.8719 -1.7205 0.04 -0.02 0.04
C -2.1867 -2.4919 -1.8118 0.16 0.19 -0.05
C -1.2392 -1.6583 -1.1901 0.17 -0.01 -0.13
N -0.8434 -0.3622 -1.6296 -0.58 -0.15 0.48
C -1.1354 0.1145 -2.8097 0.16 -0.04 0.02
N -0.2625 1.0292 -3.3722 -0.22 -0.16 -0.42
C -0.8235 2.2003 -4.0244 0.04 -0.02 -0.04
C 0.9853 0.5517 -3.9441 0.09 -0.04 -0.12
N -2.2392 -0.2543 -3.5760 0.20 0.24 0.15
C -3.5659 0.2344 -3.2574 -0.12 -0.26 0.03
C -2.0156 -0.5187 -4.9823 -0.03 -0.05 -0.06
N 0.1919 -3.3913 2.2398 0.03 0.21 0.33
C -1.0969 -3.8862 2.6380 0.02 0.02 0.09
C 1.3222 -4.2718 2.3340 0.02 0.13 0.02
H 1.0952 -1.3270 5.1759 0.01 -0.01 0.00
H 2.2046 -2.3103 4.2284 0.02 -0.03 -0.03
H 0.5638 -2.8929 4.5787 -0.05 -0.08 -0.04
H 1.5890 0.5620 3.4959 0.02 0.01 -0.01
H 0.0186 0.3016 4.2760 0.02 -0.02 0.01
H 0.1214 0.6135 2.5408 0.09 -0.21 0.22
H 0.6233 -4.0711 0.1894 -0.15 0.04 -0.07
H -0.8356 -5.4983 -1.1180 0.00 -0.01 0.01
H -2.8574 -4.4833 -2.2225 0.01 0.01 -0.02
H -2.9559 -2.0648 -2.4227 -0.08 0.14 -0.15
H -1.6282 2.6191 -3.4241 -0.04 -0.02 0.03
H -0.0343 2.9521 -4.0830 -0.02 0.02 0.03
H -1.1776 2.0110 -5.0469 0.08 0.05 0.02
H 1.3057 -0.3607 -3.4453 -0.02 0.07 -0.09
H 1.7691 1.2988 -3.8119 -0.05 -0.08 -0.12
H 0.8683 0.3610 -5.0204 -0.05 0.01 -0.03
H -3.5854 0.6625 -2.2658 0.01 0.05 0.17
H -4.3099 -0.5698 -3.3203 0.02 0.03 0.00
H -3.8575 1.0309 -3.9493 0.02 0.01 -0.01
H -1.0586 -1.0184 -5.1184 0.01 0.02 -0.02
H -2.0475 0.3760 -5.6138 -0.05 -0.04 0.02
H -2.7964 -1.2004 -5.3292 0.02 -0.01 0.02
H -1.8586 -3.1379 2.4176 -0.01 -0.01 -0.01
H -1.1481 -4.1288 3.7119 -0.01 0.00 -0.01
H -1.3472 -4.7913 2.0736 0.00 0.00 -0.01
H 2.2192 -3.7707 1.9642 -0.11 -0.05 0.10
H 1.1598 -5.1661 1.7169 0.01 -0.02 -0.01
H 1.5180 -4.6151 3.3588 -0.02 0.02 0.05
Br 2.5525 -3.8775 -1.9778 0.24 0.00 -0.12
C 3.2815 -3.0957 -0.4032 0.04 -0.02 -0.12
C 4.1983 -3.8206 0.3408 0.08 0.03 -0.03
C 4.7527 -3.2311 1.4697 0.05 -0.02 -0.04
C 4.3919 -1.9421 1.8336 -0.07 -0.02 0.03
C 3.4575 -1.2350 1.0850 0.07 -0.01 0.01
C 2.8942 -1.8176 -0.0457 0.12 0.04 -0.08
C 3.0745 0.1663 1.5335 -0.16 -0.14 0.23
O 3.7408 0.7054 2.4055 0.01 0.02 -0.12
O 2.0077 0.6415 0.9996 0.23 0.19 0.00
H 4.4824 -4.8183 0.0349 -0.01 -0.01 0.00
H 5.4789 -3.7803 2.0563 -0.01 0.00 0.00
H 4.8214 -1.4573 2.7003 0.01 0.01 -0.01
H 2.1920 -1.2609 -0.6487 0.04 0.02 -0.01
```
Forces are in eV/Å.

Lowest unoccupied orbital energy: 2.177 eV
HOMO energy: -5.463 eV
Charge: -1
Maximum force: 1.81 eV/A
Calculated total energy: -146435.18712 eV
Gap between HOMO and LUMO: 7.64 eV

Results of the Löwdin charge analysis, in e, for atoms 1 through 6:
1. Zr 1.987
2. O 0.076
3. C -0.279
4. C 0.066
5. C -0.171
6. N 0.089

=====

(2)
This record from OMol25 describes 2 unconnected molecules or ions with the total composition C4H7IO. The level of theory is ωB97M-V/def2-TZVPD.

Geometry as XYZ:
```
13
Properties=species:S:1:pos:R:3:forces:R:3
C -1.8138 1.2769 0.2898 -1.35 -1.61 -1.71
O -0.5038 0.9930 -0.3626 -1.60 -0.73 0.88
C -0.1996 -0.2925 -0.1430 -0.71 -0.59 -0.08
C -0.5484 -1.4422 0.3760 -0.85 0.43 0.69
C 0.7618 -1.3660 -0.3749 2.67 -1.34 -1.85
H -2.4857 1.8490 -0.4227 1.01 -0.85 0.74
H -1.6499 1.8268 1.1442 0.71 1.68 1.69
H -2.3730 0.3551 0.7287 1.18 1.17 -1.48
H -1.3019 -1.9949 0.9995 1.30 0.51 -0.91
H 1.7841 -1.3289 0.0572 -0.72 0.13 0.85
H 1.0489 -1.9409 -1.3643 -1.62 1.20 1.18
I 4.4208 1.0043 -0.6639 -0.15 0.00 0.04
H 2.8603 1.0601 -0.2641 0.12 0.00 -0.05
```
Forces are in eV/Å.

Lowest unoccupied orbital energy: 0.661 eV
HOMO energy: -8.579 eV
Maximum force: 3.51 eV/A
Calculated total energy: -14405.46246 eV
Gap between HOMO and LUMO: 9.24 eV

Results of the natural (NBO) charge analysis, in e, for atoms 1 through 6:
1. C -0.258
2. O -0.475
3. C 0.317
4. C -0.327
5. C -0.414
6. H 0.202

=====

(3)
This record from OMol25 describes a molecular structure, C19H13Cl3ErN3O2. The level of theory is ωB97M-V/def2-TZVPD.

Geometry as XYZ:
```
41
Properties=species:S:1:pos:R:3:forces:R:3
Er -2.4805 0.2278 0.4426 -1.88 1.57 -0.49
C -3.8408 1.2742 3.1767 0.17 -0.05 0.11
O -2.5807 0.8903 2.5405 0.08 0.29 0.54
C -1.3110 1.2619 3.0848 -0.19 0.05 0.06
C -1.1610 2.0318 4.2126 -0.03 -0.01 0.16
C 0.1253 2.3172 4.6571 0.00 0.00 0.01
C 1.2335 1.8431 3.9721 -0.01 -0.03 -0.06
C 1.0669 1.0858 2.8229 0.20 0.06 0.09
C -0.2078 0.8007 2.3687 0.09 -0.31 -0.36
N -0.4932 0.0602 1.1759 0.77 0.00 0.49
N 0.4791 -0.4538 0.5162 -0.05 -0.10 -0.05
C 0.2537 -1.1967 -0.5908 0.19 -0.12 -0.08
C -1.0079 -1.7299 -1.0115 -0.13 -0.09 0.37
O -2.1140 -1.5370 -0.2829 0.71 -1.35 -0.74
C -1.1150 -2.4926 -2.1731 0.03 -0.16 -0.09
C -0.0012 -2.7519 -2.9235 0.01 -0.03 -0.07
C 1.2878 -2.2967 -2.5538 -0.07 -0.11 -0.09
C 2.4119 -2.6094 -3.3492 -0.06 -0.01 -0.01
C 3.6568 -2.1902 -2.9735 0.06 0.06 0.08
C 3.8063 -1.4477 -1.7887 0.09 -0.04 -0.08
C 2.7253 -1.1222 -1.0056 -0.07 0.02 -0.01
C 1.4382 -1.5461 -1.3722 0.06 0.26 0.23
H -3.6603 1.8410 4.0791 -0.01 0.00 0.02
H -4.3770 0.3628 3.4242 -0.02 -0.03 0.01
H -4.4021 1.8976 2.4825 -0.02 0.02 -0.03
H -2.0033 2.4002 4.7780 0.03 0.02 0.00
H 0.2470 2.9104 5.5529 0.02 0.00 -0.02
H 2.2282 2.0649 4.3325 -0.01 -0.01 -0.01
H 1.9159 0.7097 2.2691 -0.01 0.01 0.02
H -2.0847 -2.8909 -2.4395 0.01 0.01 0.01
H -0.1014 -3.3445 -3.8262 0.02 0.01 0.01
H 2.2706 -3.1897 -4.2526 0.00 0.00 0.02
H 4.5217 -2.4329 -3.5751 0.01 0.01 0.02
H 4.7945 -1.1290 -1.4834 0.00 0.00 -0.01
H 2.8674 -0.5463 -0.1032 -0.01 -0.01 0.00
Cl 1.1480 1.4796 -3.4993 0.27 -0.08 0.03
C -0.5318 1.9076 -3.7465 -0.32 -0.19 0.59
Cl -1.2931 0.8850 -4.9496 -0.08 -0.11 -0.08
Cl -0.7451 3.5978 -4.0947 -0.01 0.37 -0.10
C -1.2205 1.6434 -2.4429 0.19 0.01 -0.51
N -1.7455 1.4147 -1.4509 -0.03 0.05 0.03
```
Forces are in eV/Å.

Multiplicity: 4
Lowest unoccupied orbital energy (alpha / beta): -7.598 / -7.573 eV
HOMO energy (alpha / beta): -13.882 / -13.880 eV
Charge: +2
Maximum force: 2.49 eV/A
Calculated total energy: -93652.92975 eV
Gap between HOMO and LUMO (alpha / beta): 6.28 / 6.31 eV

Results of the Löwdin charge analysis, in e, for atoms 1 through 6:
1. Er 1.624
2. C 0.026
3. O -0.280
4. C -0.181
5. C 0.011
6. C -0.024

=====

(4)
This record from OMol25 describes C9H14N2O7 in the gas phase. The level of theory is ωB97M-V/def2-TZVPD.

Geometry as XYZ:
```
32
Properties=species:S:1:pos:R:3:forces:R:3
N -0.3630 -1.6736 -0.8679 -2.13 -2.29 0.40
C 0.8193 -1.5366 -0.0552 1.53 0.59 1.65
C 1.8873 -1.1364 -1.0592 0.55 -0.32 -0.03
C 3.1522 -0.5394 -0.4666 -1.06 1.32 0.71
C 2.8884 0.9713 -0.3245 1.35 -1.60 2.53
O 1.8221 1.4646 -0.5297 -0.51 1.33 -0.67
O 3.9284 1.6386 0.2571 -1.03 -0.19 -1.03
C 0.8830 -0.4528 1.1280 -1.03 -1.26 -0.06
O 1.7966 -0.5138 1.9565 -1.27 0.25 -1.21
N -0.1104 0.4926 1.2397 2.48 0.60 1.96
C -1.2548 0.7096 0.4699 0.56 -1.57 -2.44
C -2.5043 0.1621 1.0265 -2.52 0.55 3.73
C -3.7152 -0.1194 0.1684 -0.16 0.95 1.01
O -4.8318 0.2861 0.3920 0.78 -0.59 -0.31
O -3.4423 -1.0376 -0.7737 -0.22 0.04 0.02
C -1.5400 1.9761 -0.1939 -1.89 1.48 -1.08
O -2.6840 2.1975 -0.4995 -0.49 0.38 0.25
O -0.5923 2.6983 -0.7220 2.30 -0.04 0.71
H -0.3343 -2.6152 -1.4581 -0.16 2.61 1.89
H -1.1943 -1.6836 -0.2063 1.06 -0.71 -1.61
H 1.1717 -2.4647 0.4610 -0.44 0.57 -0.17
H 1.3731 -0.3565 -1.6495 0.55 -1.00 -0.55
H 2.0970 -2.1260 -1.4949 0.13 0.80 -0.93
H 3.9876 -0.4515 -1.1177 1.07 -1.20 -0.57
H 3.2989 -0.9932 0.5496 0.70 0.72 -1.08
H 3.6148 2.5542 0.3236 0.24 0.10 0.16
H 0.1871 1.1728 1.9444 -0.59 -0.24 -0.11
H -0.9994 0.2538 -0.5232 -0.45 -0.56 0.63
H -2.3806 -0.7693 1.6072 0.53 0.05 -0.48
H -2.8925 0.8643 1.9027 0.72 -1.10 -1.96
H -4.3376 -1.2615 -1.0451 -0.28 -0.38 -0.78
H 0.2690 2.2891 -0.4396 -0.32 0.71 -0.60
```
Forces are in eV/Å.

Lowest unoccupied orbital energy: 0.404 eV
HOMO energy: -9.972 eV
Maximum force: 4.54 eV/A
Calculated total energy: -26872.65126 eV
Gap between HOMO and LUMO: 10.38 eV

Results of the natural (NBO) charge analysis, in e, for atoms 1 through 6:
1. N -0.860
2. C -0.140
3. C -0.417
4. C -0.547
5. C 0.850
6. O -0.667

=====

(5)
This record from OMol25 describes a molecular structure, C33H31Br3N6O4. The level of theory is ωB97M-V/def2-TZVPD.

Geometry as XYZ:
```
77
Properties=species:S:1:pos:R:3:forces:R:3
C -0.2292 -1.5634 -0.3269 -0.42 -0.96 -0.61
Br -0.7856 -3.4461 0.0697 0.62 1.09 -0.05
Br -0.7014 -1.2501 -2.2068 0.26 0.06 0.67
Br 1.6213 -1.1460 -0.0273 -0.43 -0.31 0.02
H -0.8318 -0.9114 0.2917 0.00 0.07 -0.13
C 4.3500 -3.0915 3.1105 0.83 -0.72 0.46
C 5.2950 -2.9931 4.1323 0.15 0.55 -0.65
C 6.3155 -2.0587 4.0136 0.35 0.18 0.55
C 6.3608 -1.1547 2.9511 -0.74 -1.34 -0.31
C 5.4251 -1.2777 1.9300 0.51 0.14 -0.29
C 4.4714 -2.2752 2.0029 -0.69 0.18 -0.09
N 7.4601 -0.2168 2.8198 0.86 1.52 0.50
O 8.2065 -0.0823 3.7854 -0.40 -0.46 -0.45
O 7.5695 0.4668 1.8080 -0.41 -0.84 0.31
H 3.6857 -3.9457 3.1450 -0.42 0.32 -0.13
H 5.3033 -3.6601 4.9814 -0.11 -0.07 -0.03
H 7.1001 -2.0904 4.7579 0.03 0.38 -0.05
H 5.4854 -0.6772 1.0308 0.01 0.24 0.20
H 3.7779 -2.3847 1.1796 0.08 -0.08 0.02
C -1.1987 0.9637 -6.6599 0.90 0.91 2.02
C -1.2918 0.2961 -5.4250 -0.18 -0.54 0.11
C -2.4938 0.1967 -4.7507 -1.62 0.16 -0.89
C -3.6044 0.8525 -5.3012 0.59 0.06 -0.37
C -3.4906 1.6531 -6.4325 -0.28 -0.57 0.17
C -2.2730 1.6998 -7.0960 -0.69 0.10 -0.50
N -4.9543 0.6094 -4.7360 0.51 0.72 -0.60
O -5.8278 1.3901 -5.0834 0.02 -0.50 0.44
O -5.0805 -0.3490 -4.0125 -0.34 -0.02 0.17
H -0.2028 1.2183 -7.0018 -0.05 -0.60 -0.61
H -0.4738 -0.2292 -4.9479 0.38 0.18 -0.44
H -2.7234 -0.4547 -3.9192 0.49 0.07 0.20
H -4.3520 2.1545 -6.8468 -0.06 0.05 0.17
H -2.2310 2.2957 -7.9989 0.24 0.01 0.03
N 4.6234 1.3684 -0.1569 0.68 0.24 -0.71
C 5.5270 2.0353 -0.9142 -0.78 -0.82 0.45
C 5.2808 3.3007 -1.3908 0.32 0.79 0.53
C 4.1732 3.9922 -0.9084 -0.84 -0.86 -1.60
C 3.2090 3.2980 -0.1985 0.21 -0.18 0.48
C 3.4766 1.9660 0.1348 0.37 0.09 0.09
H 6.4027 1.4541 -1.1667 0.17 0.16 -0.06
H 5.9381 3.8293 -2.0686 0.23 -0.28 0.01
H 3.8991 4.8957 -1.4418 0.18 0.45 0.67
H 2.2913 3.7867 0.0904 -0.17 -0.12 0.00
H 2.7953 1.2832 0.6307 -0.37 0.58 0.18
N -1.0311 1.5555 0.0059 0.22 0.89 0.64
C -0.4976 2.3235 0.9707 0.24 -0.05 0.19
C -0.5492 3.7030 0.9896 -0.14 0.69 -0.58
C -1.1946 4.3618 -0.0451 -0.58 -0.25 -0.49
C -1.8102 3.6050 -1.0450 0.14 -0.20 1.01
C -1.6837 2.2209 -0.9514 -0.11 -0.46 -0.35
H 0.0244 1.8781 1.8106 -0.08 -0.59 -0.19
H -0.1050 4.3110 1.7660 0.11 -0.34 0.20
H -1.2814 5.4403 -0.0596 0.07 0.03 0.05
H -2.4722 4.0583 -1.7674 0.25 -0.02 -0.29
H -2.1307 1.5617 -1.6885 -0.09 0.18 -0.17
N -0.0384 -2.2671 5.5905 -0.25 0.42 -0.07
C -0.4648 -2.2014 4.3189 -0.33 -0.95 1.18
C -1.3769 -3.1464 3.8276 -0.41 1.09 -0.74
C -1.9364 -4.1029 4.6469 1.60 -0.78 -0.02
C -1.3425 -4.2497 5.8936 -0.51 -0.01 0.66
C -0.4843 -3.2644 6.3527 -0.11 0.18 -0.50
H -0.1121 -1.3280 3.7910 0.07 -0.21 -0.51
H -1.7321 -3.1328 2.8036 0.13 0.41 0.01
H -2.6112 -4.8186 4.1983 -0.19 -0.05 0.32
H -1.5184 -5.0605 6.5908 -0.53 -0.04 -0.20
H -0.2398 -3.2522 7.4084 0.51 -0.05 -0.08
N -4.8208 -1.9821 -0.3375 0.83 -0.50 0.26
C -4.2447 -0.8322 -0.7207 -0.85 -0.59 0.92
C -4.9963 0.3069 -0.9054 0.23 0.80 -0.68
C -6.3860 0.2439 -0.8896 0.89 -0.55 0.07
C -6.9363 -0.9710 -0.5519 -1.03 -0.52 0.62
C -6.1292 -2.0629 -0.1765 0.10 1.25 -1.52
H -3.1678 -0.8860 -0.8002 0.04 0.32 -0.14
H -4.5288 1.2487 -1.1732 0.14 -0.09 0.04
H -6.9623 1.1046 -1.1943 -0.20 -0.05 0.15
H -8.0169 -1.0668 -0.5515 0.03 -0.14 0.07
H -6.5204 -3.0465 0.0459 -0.21 0.11 0.30
```
Forces are in eV/Å.

Lowest unoccupied orbital energy: -0.587 eV
HOMO energy: -9.516 eV
Maximum force: 2.39 eV/A
Calculated total energy: -261974.11997 eV
Gap between HOMO and LUMO: 8.93 eV

Results of the Löwdin charge analysis, in e, for atoms 1 through 6:
1. C -1.520
2. Br 0.559
3. Br 0.625
4. Br 0.673
5. H -0.057
6. C -0.062

=====

(6)
This record from OMol25 describes C3H5NO2 in the gas phase. The level of theory is ωB97M-V/def2-TZVPD.

Geometry as XYZ:
```
11
Properties=species:S:1:pos:R:3:forces:R:3
C 1.7092 -0.2468 0.0130 0.17 0.02 -0.03
N 0.2796 -0.4264 0.1477 -0.19 0.12 -0.01
C -0.5840 0.5863 -0.0622 0.22 0.11 -0.04
O -0.2910 1.7454 -0.3109 -0.11 -0.39 0.11
C -2.0561 0.1790 -0.0134 -0.22 -0.31 -0.02
O -2.4300 -0.9580 -0.1608 0.18 0.48 0.18
H 1.8782 0.6095 -0.6418 0.04 -0.10 0.09
H 2.1932 -0.0502 0.9754 -0.09 -0.02 -0.11
H 2.1553 -1.1386 -0.4335 -0.07 0.12 0.06
H -0.1101 -1.3342 0.3557 0.01 0.11 -0.13
H -2.7443 1.0339 0.1309 0.06 -0.12 -0.10
```
Forces are in eV/Å.

Lowest unoccupied orbital energy: 0.042 eV
HOMO energy: -9.914 eV
Maximum force: 0.54 eV/A
Calculated total energy: -8776.93119 eV
Gap between HOMO and LUMO: 9.96 eV

Results of the natural (NBO) charge analysis, in e, for atoms 1 through 6:
1. C -0.422
2. N -0.589
3. C 0.546
4. O -0.594
5. C 0.363
6. O -0.494

=====

So what do the calculations give for energy above the lowest of the compared OMol25 structures with the same formula, charge and spin? Going down the list: 0.448 3.770 0.000 2.584 0.857 0.764 eV.